Record 1
228
Properties=species:S:1:pos:R:3:mulliken_charge:R:1 method="wB97M-V/def2-TZVPD" de_lowest_kcal_mol=0.0 e_homo_ev=-8.25 gap_ev=8.89 total_energy_ev=-110695.26140
O 0.393 3.576 5.963 -0.722
O -6.016 0.270 0.976 -0.345
O 5.021 -2.683 4.363 -0.220
O 3.006 -0.931 -3.649 0.104
O -2.481 0.587 -1.410 0.766
O 3.875 -5.417 -6.345 -0.141
O -2.806 -2.660 -3.933 0.637
O 4.289 1.419 -0.153 0.027
O 1.386 -1.368 4.930 -0.547
O -2.649 1.461 8.751 -0.381
O -3.543 5.700 -1.795 -0.215
O -0.807 3.164 0.401 0.465
O 2.511 -5.247 -0.752 -0.530
O -5.278 -3.838 -3.364 -0.504
O 0.840 2.235 -4.693 -0.045
O -2.105 -0.913 2.956 0.759
N -1.633 1.276 5.928 -0.096
N 5.551 -1.288 1.960 -0.570
N -0.610 4.229 -3.420 -0.267
N 0.741 4.212 4.652 1.498
N -1.895 -2.960 -4.973 -0.325
N 1.628 -2.365 1.423 1.889
N 4.781 -3.213 -4.457 0.020
N -5.774 -2.088 -0.187 0.182
N -0.129 0.383 0.234 0.349
C -6.201 -3.210 -4.288 -0.562
C -5.419 1.307 1.739 -0.674
C 5.438 -2.705 1.922 0.276
C -0.942 -0.594 -4.954 1.115
C -2.183 3.419 0.657 -0.219
C 2.007 -1.358 3.594 1.046
C -1.565 5.036 4.458 -1.851
C 5.183 -5.355 -5.802 -0.637
C -0.798 -3.792 -4.399 2.184
C 4.387 -1.070 -3.353 -0.181
C 4.637 -3.702 5.301 -0.908
C 2.721 2.985 4.545 -1.650
C 1.190 -2.358 2.775 0.127
C -0.035 5.414 4.487 1.260
C -6.026 -3.183 -1.113 -0.666
C 2.664 5.089 3.272 -0.700
C -2.662 2.242 9.985 -0.692
C 2.245 4.365 4.553 1.454
C -4.938 -3.074 -2.234 -0.331
C -3.779 0.997 -1.772 -0.810
C -0.235 -3.205 -3.110 0.384
C 4.847 -0.672 0.815 1.240
C 2.008 -0.436 5.726 -0.845
C 0.084 6.365 5.740 -1.817
C -6.499 -0.871 1.744 -0.178
C -0.073 2.442 1.390 0.603
C 0.309 -3.980 -5.462 -1.361
C -1.566 -1.723 -5.691 1.854
C -0.241 2.829 -5.398 -1.024
C -6.885 -1.932 0.733 -0.825
C -4.642 6.141 -2.569 -0.919
C 5.827 -3.262 3.305 -1.151
C 2.919 4.978 5.791 -1.745
C -2.221 -0.577 4.320 -1.212
C 2.321 -0.196 -2.598 0.170
C -2.456 -0.404 -0.428 0.708
C 5.498 -3.910 -5.580 -0.615
C -3.007 2.297 7.651 -0.876
C -0.510 1.030 1.470 1.056
C 5.096 -1.771 -4.530 -1.284
C 4.313 2.828 -0.199 -0.624
C -0.973 -0.733 -0.257 -0.310
C -1.565 0.779 4.513 1.502
C -1.344 -5.193 -4.192 -1.946
C -2.816 -1.198 -6.357 -1.989
C 1.927 1.840 -5.462 -0.609
C -2.388 5.690 -2.650 -0.539
C 1.694 -3.678 0.829 -1.853
C -2.661 -2.187 2.638 -0.860
C 0.387 6.134 3.165 -0.974
C -1.376 4.626 -2.282 0.575
C 3.518 -6.647 -6.865 -0.934
C -0.641 -2.136 -6.817 -1.623
C 2.970 -5.419 -2.046 -0.155
C -1.187 3.263 -4.292 0.118
C 4.935 0.826 0.945 -0.649
C 1.898 6.414 3.143 -0.875
C -2.971 1.601 6.366 -0.290
C 0.600 -2.749 -6.298 0.519
C 2.465 -3.801 -0.444 2.166
H -1.526 2.322 -3.753 -0.268
H -0.280 2.857 2.385 -0.763
H 5.393 -3.398 -6.534 0.328
H -0.114 7.080 3.122 0.583
H -3.400 2.211 5.563 0.365
H 1.290 -2.988 -7.107 0.660
H 5.191 -1.009 2.855 0.346
H 0.082 5.715 6.624 0.256
H 2.767 6.079 5.882 0.334
H 0.111 -2.157 2.736 -1.318
H 1.240 -4.437 -5.004 0.022
H -5.594 -2.607 -4.973 0.118
H 4.890 -1.304 -5.496 0.466
H 0.985 6.960 5.617 0.386
H 4.373 -2.993 1.768 -0.341
H 2.283 2.262 3.758 -0.352
H -4.003 2.623 7.829 0.513
H 0.731 -4.147 0.581 0.221
H 5.328 3.233 0.025 0.379
H 1.936 -0.931 -1.869 -0.253
H 2.112 2.588 -6.245 0.504
H -4.068 -3.497 -1.826 0.214
H -7.837 -1.675 0.189 0.342
H -5.147 2.063 1.059 0.196
H -6.986 -3.056 -1.596 0.393
H 3.750 5.196 3.254 0.547
H -0.004 3.719 -6.004 0.541
H -3.303 -0.573 4.573 0.347
H -4.933 5.544 -3.408 0.375
H 4.283 -4.639 4.867 0.411
H 3.833 -3.386 -4.586 -0.061
H 0.745 -3.590 -2.800 -1.102
H 3.471 -3.437 -0.459 0.203
H 3.780 3.006 4.337 0.649
H -1.688 4.128 3.830 0.038
H 3.769 -7.363 -6.130 0.423
H 2.535 2.493 5.526 0.414
H 2.246 -4.288 1.522 0.350
H -0.421 -1.320 -7.536 0.333
H 5.913 -5.733 -6.547 0.431
H -2.487 1.496 10.770 0.257
H -2.926 -1.380 -0.780 -0.547
H -1.761 2.890 9.984 0.260
H -4.525 7.187 -2.846 0.338
H -4.661 -2.026 -2.459 0.326
H 2.276 -4.985 -2.695 -0.241
H -2.663 -2.221 1.551 0.054
H 2.030 0.643 5.369 0.075
H 2.431 -6.741 -7.004 0.201
H -6.213 1.717 2.383 0.477
H 0.164 -2.244 -3.221 -0.196
H -0.812 0.308 -5.568 -0.255
H 3.032 -6.490 -2.280 0.366
H -0.144 2.799 5.716 0.117
H -4.623 0.983 2.381 0.068
H -1.915 6.701 -2.664 0.197
H -1.915 1.581 3.835 -0.388
H -2.013 -3.030 3.000 0.161
H 2.829 0.597 -2.074 0.604
H -3.062 -0.106 0.503 -0.436
H 1.434 -3.325 3.249 0.853
H -5.639 -1.188 -0.611 -0.012
H -0.531 0.658 4.158 -0.749
H 3.808 -1.030 0.822 -0.548
H 3.057 -1.528 3.725 0.026
H -0.921 -1.435 0.568 0.197
H -5.772 -1.277 2.402 -0.010
H -3.592 2.771 10.129 0.305
H 0.087 -0.841 -4.692 -1.310
H 1.247 -2.058 -5.709 -0.622
H -1.637 1.129 1.611 -0.587
H -3.328 -3.479 -4.000 0.434
H 4.846 -0.098 -3.205 0.391
H -2.031 3.739 -4.759 0.400
H 1.496 0.356 -3.161 -0.501
H 6.030 1.115 1.163 0.270
H 1.930 -0.356 3.070 -0.504
H -6.915 -2.545 -3.767 0.301
H -1.131 -2.897 -7.378 0.387
H -3.714 -2.222 3.044 0.343
H -0.014 1.002 -0.515 0.610
H -3.553 0.595 6.437 0.225
H 3.010 -0.693 6.117 0.291
H -2.844 5.420 -3.575 0.382
H -2.329 3.339 1.716 0.028
H -0.854 2.140 -6.050 0.302
H -0.002 0.495 2.270 -0.555
H -0.135 -4.671 -6.179 0.458
H 6.854 -2.919 3.421 0.333
H -1.974 3.808 -1.817 -0.657
H -5.970 -4.105 -0.587 0.310
H -3.524 -1.121 -5.514 0.017
H -2.359 3.230 7.653 0.215
H -1.492 -0.289 -4.032 -0.572
H 2.120 7.095 3.949 0.370
H -2.856 2.688 0.218 -0.586
H 1.147 -1.665 0.858 -1.026
H 6.204 -1.649 -4.485 0.508
H -0.725 4.951 -1.418 0.103
H 3.562 3.318 0.435 0.005
H 1.824 0.796 -5.831 0.048
H 0.110 5.609 2.282 -0.100
H -0.532 -5.873 -3.889 0.333
H 2.007 -3.295 -1.312 -1.203
H 4.139 -6.883 -7.748 0.307
H 2.407 4.379 2.467 -0.185
H 2.824 1.867 -4.817 0.121
H 6.593 -3.888 -5.257 0.366
H -2.131 5.878 4.054 0.515
H 4.564 -1.623 -2.403 -0.091
H -1.876 -5.596 -5.081 0.454
H -3.877 2.080 -1.668 -0.061
H 1.030 2.423 1.261 -0.279
H -3.164 -2.010 -7.020 0.515
H 5.728 -4.315 3.299 0.587
H 6.127 -3.134 1.186 0.555
H 5.424 -3.940 6.029 0.324
H -1.813 4.836 5.455 0.472
H -6.772 -4.034 -4.775 0.250
H 3.955 -4.952 -2.216 0.275
H -1.731 -1.306 5.027 0.131
H -1.251 0.592 6.555 0.331
H 1.444 -0.318 6.615 0.548
H -1.054 -3.378 -2.328 -0.176
H -2.166 -5.080 -3.426 0.357
H 2.232 6.932 2.206 0.400
H 5.173 -5.902 -4.853 0.305
H 0.295 3.938 -3.170 0.401
H 4.019 4.745 5.774 0.419
H -2.532 -0.350 -6.922 0.450
H 3.715 -3.355 5.834 0.177
H 4.512 1.169 1.926 -0.098
H -0.791 7.014 5.686 0.508
H -4.003 0.640 -2.803 0.162
H -2.496 4.403 0.321 0.481
H -7.029 -2.917 1.231 0.369
H 4.005 3.204 -1.160 0.285
H -0.634 -1.091 -1.239 -0.221
H 2.478 4.406 6.595 0.392
H -7.329 -0.539 2.322 0.502
H 5.342 -0.896 -0.177 0.023
H -4.559 0.545 -1.128 0.115
H -5.552 6.124 -1.935 0.249

Record 2
15
Properties=species:S:1:pos:R:3:mulliken_charge:R:1 method="wB97M-V/def2-TZVPD" de_lowest_kcal_mol=57.6 e_homo_ev=-8.65 gap_ev=9.53 total_energy_ev=-6818.49914
N 1.784 0.590 0.374 -0.526
C -0.570 0.713 0.693 -0.167
C 1.826 -0.559 -0.226 -0.014
C -1.941 1.203 0.382 -1.182
C 0.525 1.004 -0.056 -0.200
C 0.765 -1.728 -0.512 -0.920
H -0.439 0.160 1.618 0.437
H 0.462 1.643 -0.933 0.359
H 0.401 -1.600 -1.534 0.286
H 2.824 -0.935 -0.495 0.364
H 1.324 -2.664 -0.452 0.336
H -2.039 1.500 -0.666 0.322
H -0.059 -1.790 0.200 0.327
H -2.668 0.410 0.585 0.294
H -2.196 2.053 1.022 0.283

Record 3
16
Properties=species:S:1:pos:R:3:lowdin_spin:R:1 method="wB97M-V/def2-TZVPD" de_lowest_kcal_mol=4.6 total_charge=+1 e_homo_ev="-16.72 / -15.82" spin_multiplicity=2 s2=0.76 gap_ev="13.84 / 4.97" total_energy_ev=-4331.03369
C -0.547 0.516 -1.678 0.217
C 0.531 -0.025 1.676 0.167
C 0.223 0.063 -2.861 0.092
C -0.136 -0.588 2.843 0.119
H 0.316 -1.467 3.300 0.005
H 0.608 -0.961 -2.809 0.034
H -0.132 0.235 -0.634 0.088
H -1.598 0.219 -1.707 0.008
H 0.426 1.052 1.540 0.000
H 0.163 -0.535 0.704 0.085
H 1.058 0.722 -3.094 0.002
H -0.364 0.138 3.654 0.039
H -1.204 -0.871 2.653 0.048
H 1.620 -0.170 1.674 0.025
H -0.481 0.056 -3.711 0.036
H -0.485 1.615 -1.550 0.035

Record 4
17
Properties=species:S:1:pos:R:3:mulliken_charge:R:1 method="wB97M-V/def2-TZVPD" de_lowest_kcal_mol=38.3 e_homo_ev=-9.61 gap_ev=10.55 total_energy_ev=-9441.38382
O 0.858 2.724 -1.147 -0.469
O 0.068 -0.531 -0.016 -0.375
C 2.174 0.404 0.520 -1.413
C -1.339 -0.430 -0.167 -0.228
C 0.726 0.701 0.153 0.478
C 0.723 1.525 -1.126 -0.039
C -1.974 -1.699 0.373 -1.213
H 2.204 -0.219 1.418 0.333
H 2.716 1.336 0.703 0.399
H -1.710 0.445 0.388 0.340
H 0.643 0.924 -2.059 0.350
H 0.244 1.298 0.944 0.250
H -1.598 -0.282 -1.227 0.285
H -1.640 -2.575 -0.192 0.295
H -1.692 -1.838 1.421 0.294
H -3.067 -1.641 0.309 0.384
H 2.664 -0.141 -0.294 0.329

Record 5
25
Properties=species:S:1:pos:R:3:lowdin_spin:R:1 method="wB97M-V/def2-TZVPD" de_lowest_kcal_mol=2.1 total_charge=+4 e_homo_ev="-25.03 / -24.75" spin_multiplicity=2 s2=1.15 gap_ev="4.25 / 4.07" total_energy_ev=-15688.56291
Tc -0.156 0.447 -0.098 0.960
N -0.137 -1.485 0.947 -0.009
N -0.060 -3.545 1.922 0.009
C -0.859 -2.835 2.671 0.005
C 0.418 -2.780 0.847 -0.003
C 1.474 1.178 -1.530 -0.001
C -1.006 2.497 -1.019 0.010
C 0.124 2.762 -0.215 -0.010
C -0.948 1.458 -1.968 0.000
C 0.298 0.799 -2.240 0.001
C 1.370 2.120 -0.482 0.001
C -0.907 -1.490 2.032 0.040
C 1.310 -3.288 -0.139 -0.001
H 0.059 3.470 0.609 0.000
H 0.187 -4.534 2.094 0.000
H -1.364 -3.200 3.571 0.000
H -1.840 1.142 -2.506 -0.002
H 2.421 0.685 -1.738 0.000
H -1.490 -0.648 2.408 0.002
H 2.244 2.326 0.135 0.001
H 0.863 -4.193 -0.621 0.000
H 1.579 -2.556 -0.898 0.000
H -1.949 3.013 -0.839 0.000
H 0.353 0.024 -3.001 -0.001
H 2.229 -3.689 0.355 -0.001